Record 1
Density functional theory data (wB97M-V/def2-TZVPD) for C22H15CuF12N5O14S4 as an isolated structure.

ORCA input file:
```
! wB97M-V def2-TZVPD RIJCOSX def2/J DEFGRID3
* xyz 0 2
Cu -0.338 0.470 0.513
C -1.897 2.770 -2.407
F -1.456 3.790 -1.688
F -2.838 3.169 -3.244
F -0.876 2.260 -3.082
S -2.611 1.422 -1.316
O -4.023 1.439 -1.375
O -1.970 0.221 -1.775
N -1.926 1.694 0.188
S -2.709 2.813 1.041
O -1.835 3.536 1.896
O -3.617 3.557 0.232
C -3.765 1.853 2.197
F -2.993 1.310 3.144
F -4.655 2.637 2.763
F -4.371 0.855 1.560
C -0.636 -1.336 3.891
F -1.874 -1.030 3.538
F -0.499 -1.232 5.209
F -0.363 -2.577 3.498
S 0.527 -0.068 3.113
O -0.315 1.055 2.768
O 1.595 0.220 3.993
N 0.924 -0.663 1.621
S 2.225 -1.624 1.760
O 3.414 -0.983 1.283
O 2.321 -2.342 2.986
C 1.883 -2.858 0.455
F 2.847 -3.766 0.452
F 0.707 -3.475 0.666
F 1.830 -2.256 -0.726
C -3.901 -5.311 2.113
C -3.009 -5.729 1.128
C -2.291 -4.785 0.419
C -2.469 -3.445 0.724
C -3.419 -3.014 1.630
C -4.135 -3.955 2.353
N -1.757 -2.449 -0.058
O -1.619 -1.345 0.468
O -1.341 -2.745 -1.146
H -4.424 -6.081 2.670
H -2.822 -6.781 0.975
H -1.587 -5.095 -0.341
H -3.581 -1.957 1.795
H -4.876 -3.633 3.070
C 5.668 3.795 1.256
C 5.082 2.537 1.337
C 3.747 2.391 1.052
C 3.034 3.511 0.673
C 3.592 4.774 0.615
C 4.917 4.912 0.907
N 1.636 3.350 0.318
O 1.060 4.268 -0.187
O 1.144 2.248 0.545
H 6.730 3.918 1.429
H 5.652 1.691 1.698
H 3.297 1.407 1.086
H 2.959 5.606 0.342
H 5.424 5.866 0.849
C 0.774 -1.208 -6.004
C 0.169 -1.708 -4.856
C 0.382 -1.088 -3.638
C 1.170 0.048 -3.606
C 1.819 0.533 -4.719
C 1.620 -0.107 -5.930
N 1.342 0.735 -2.340
O 0.680 0.317 -1.394
O 2.100 1.670 -2.277
H 0.516 -1.632 -6.967
H -0.476 -2.575 -4.898
H -0.012 -1.495 -2.719
H 2.442 1.415 -4.687
H 2.058 0.288 -6.836
*
```

## Properties
<S²>: 0.75
relative energy (zero: lowest compared OMol25 entry of this formula, charge and spin): 0.0 kcal per mole
LUMO (spin up / spin down): -1.3 / -2.8 eV
HOMO energy (spin up / spin down): -10.15 / -10.15 eV
frontier orbital gap (spin up / spin down): 8.8 / 7.3 eV

So, what does the Mulliken scheme give us? The charges, in e, come out as: atom 1 (Cu): 1.4813, atom 2 (C): 0.8081, atom 3 (F): -0.2215, atom 4 (F): -0.2351, atom 5 (F): -0.1733, atom 6 (S): 0.1692, atom 7 (O): -0.4948, atom 8 (O): -0.3101, atom 9 (N): 0.1645, atom 10 (S): 0.5522, atom 11 (O): -0.5785, atom 12 (O): -0.5594, atom 13 (C): 0.7590, atom 14 (F): -0.2080, atom 15 (F): -0.2207, atom 16 (F): -0.2412, atom 17 (C): 0.6876, atom 18 (F): -0.1499, atom 19 (F): -0.2378, atom 20 (F): -0.2239, atom 21 (S): 0.7446, atom 22 (O): -0.4330, atom 23 (O): -0.6221, atom 24 (N): 0.1508, atom 25 (S): 0.7953, atom 26 (O): -0.7493, atom 27 (O): -0.5946, atom 28 (C): 0.6379, atom 29 (F): -0.2316, atom 30 (F): -0.2117, atom 31 (F): -0.1994, atom 32 (C): -0.4513, atom 33 (C): -0.6255, atom 34 (C): -0.5900, atom 35 (C): 0.4297, atom 36 (C): -0.2175, atom 37 (C): -0.7343, atom 38 (N): 0.7302, atom 39 (O): -0.1717, atom 40 (O): -0.5465, atom 41 (H): 0.3948, atom 42 (H): 0.3996, atom 43 (H): 0.4488, atom 44 (H): 0.3739, atom 45 (H): 0.4469, atom 46 (C): -0.4451, atom 47 (C): -0.7706, atom 48 (C): 0.0134, atom 49 (C): 0.0618, atom 50 (C): -0.5554, atom 51 (C): -0.4866, atom 52 (N): 0.9449, atom 53 (O): -0.5776, atom 54 (O): -0.3676, atom 55 (H): 0.3927, atom 56 (H): 0.4640, atom 57 (H): 0.3852, atom 58 (H): 0.5057, atom 59 (H): 0.3966, atom 60 (C): -0.5264, atom 61 (C): -0.8730, atom 62 (C): -0.1305, atom 63 (C): 0.5078, atom 64 (C): -0.6742, atom 65 (C): -0.5178, atom 66 (N): 0.6350, atom 67 (O): 0.2515, atom 68 (O): -0.6248, atom 69 (H): 0.3926, atom 70 (H): 0.4588, atom 71 (H): 0.2840, atom 72 (H): 0.5139, atom 73 (H): 0.4000


Record 2
Density functional theory data (wB97M-V/def2-TZVPD) for C22H15F2N4Pd as an isolated structure.

ORCA input file:
```
! wB97M-V def2-TZVPD RIJCOSX def2/J DEFGRID3
* xyz 1 3
Pd -0.123 -0.494 0.055
C 2.933 3.338 1.712
C 4.125 3.240 1.157
C 3.862 1.737 0.049
C 2.557 1.693 0.691
C 1.316 1.764 1.182
C 1.627 2.776 2.128
N 2.250 0.398 -0.499
N 2.662 -0.203 -1.452
C 2.053 -1.097 -2.131
C 2.875 -2.037 -2.998
C 2.481 -3.278 -3.555
C 1.020 -3.446 -3.558
C 0.051 -2.520 -2.325
N 0.801 -1.744 -1.910
H 3.489 4.116 2.553
H 5.174 3.231 1.437
H 4.541 1.078 -0.455
H 0.131 1.548 1.033
H 0.721 3.393 2.930
H 4.163 -1.912 -2.907
H 3.132 -3.588 -4.170
H 0.418 -4.060 -4.078
H -0.901 -2.545 -2.478
F -3.286 2.971 -2.715
C -3.054 2.037 -1.790
C -1.877 1.139 -1.947
C -1.874 0.949 -0.684
C -2.456 0.482 0.467
C -4.142 1.111 0.466
F -5.171 1.392 1.156
C -3.907 1.854 -0.800
C -2.428 -0.413 1.386
C -3.389 -1.255 2.381
C -2.684 -1.735 3.403
C -1.560 -2.284 3.032
C -0.723 -2.256 2.107
N -1.243 -1.041 1.447
H -0.989 1.499 -2.775
H -4.925 2.509 -0.757
H -4.170 -0.593 2.549
H -3.288 -2.138 4.404
H -0.722 -2.982 4.237
H 0.534 -2.636 2.020
*
```

## Properties
<S²>: 2.05
LUMO (spin up / spin down): -4.6 / -4.8 eV
HOMO energy (spin up / spin down): -9.04 / -9.90 eV
frontier orbital gap (spin up / spin down): 4.4 / 5.1 eV

So, what does the Mulliken scheme give us? The charges, in e, come out as: atom 1 (Pd): -0.3130, atom 2 (C): -0.2187, atom 3 (C): -0.4214, atom 4 (C): -0.5977, atom 5 (C): 1.1114, atom 6 (C): 0.3129, atom 7 (C): -0.6245, atom 8 (N): 0.2859, atom 9 (N): -0.3689, atom 10 (C): 0.1995, atom 11 (C): -0.0914, atom 12 (C): -0.7239, atom 13 (C): -0.4133, atom 14 (C): -0.1993, atom 15 (N): -0.0620, atom 16 (H): 0.2256, atom 17 (H): 0.3547, atom 18 (H): 0.4076, atom 19 (H): -0.1114, atom 20 (H): 0.2998, atom 21 (H): 0.2374, atom 22 (H): 0.5331, atom 23 (H): 0.4611, atom 24 (H): 0.5374, atom 25 (F): -0.2766, atom 26 (C): 0.2823, atom 27 (C): -0.3015, atom 28 (C): -0.0642, atom 29 (C): 0.8887, atom 30 (C): -0.1378, atom 31 (F): -0.2310, atom 32 (C): -0.7080, atom 33 (C): 1.0934, atom 34 (C): -0.9385, atom 35 (C): -0.1807, atom 36 (C): -0.1458, atom 37 (C): -0.1835, atom 38 (N): -0.4366, atom 39 (H): 0.2105, atom 40 (H): 0.2067, atom 41 (H): 0.4381, atom 42 (H): 0.3079, atom 43 (H): 0.1139, atom 44 (H): 0.2416


Record 3
Density functional theory data (wB97M-V/def2-TZVPD) for a single C22H15F5N2O3S molecule.

ORCA input file:
```
! wB97M-V def2-TZVPD RIJCOSX def2/J DEFGRID3
* xyz 0 1
C -0.048 -6.518 0.221
S -0.076 -5.507 -1.240
O 1.320 -5.370 -1.770
O -1.061 -6.056 -2.188
C -0.640 -3.888 -0.566
C -1.978 -3.495 -0.651
C -2.400 -2.296 -0.132
C -1.471 -1.440 0.473
C -1.972 -0.107 0.979
C -1.570 0.436 2.219
C -2.258 1.595 2.695
C -3.156 2.286 1.898
F -3.718 3.427 2.372
C -3.475 1.762 0.641
F -4.409 2.435 -0.101
C -2.918 0.588 0.198
C -0.104 -1.833 0.548
C 0.911 -0.922 1.028
O 1.349 -1.075 2.177
N 1.309 0.219 0.320
C 2.020 1.321 0.990
C 2.073 2.340 -0.100
C 2.736 3.576 -0.144
C 2.512 4.356 -1.279
C 3.046 5.752 -1.413
F 1.972 6.535 -1.631
F 3.662 6.207 -0.315
F 3.893 5.835 -2.459
C 1.700 3.882 -2.327
N 1.148 2.655 -2.306
C 1.334 1.905 -1.212
C 0.808 0.539 -0.987
C 0.305 -3.028 0.036
H 0.391 -5.964 1.057
H 0.528 -7.445 0.091
H -1.072 -6.781 0.463
H -2.662 -4.156 -1.147
H -3.422 -1.992 -0.274
H -0.896 -0.095 2.903
H -2.051 1.927 3.697
H -3.199 0.223 -0.788
H 1.482 1.683 1.872
H 3.034 0.995 1.266
H 3.336 3.901 0.700
H 1.417 4.542 -3.145
H 1.210 -0.160 -1.724
H -0.303 0.545 -1.038
H 1.359 -3.337 0.095
*
```

## Properties
SMILES: CS(=O)(=O)c1ccc(-c2ccc(F)c(F)c2)c(C(=O)N2Cc3cc(C(F)(F)F)cnc3C2)c1
relative energy (zero: lowest compared OMol25 entry of this formula, charge and spin): 0.0 kcal per mole
LUMO: -0.5 eV
HOMO energy: -9.53 eV
frontier orbital gap: 9.1 eV

So, what does the Mulliken scheme give us? The charges, in e, come out as: atom 1 (C): -1.0072, atom 2 (S): 1.3186, atom 3 (O): -0.6650, atom 4 (O): -0.6691, atom 5 (C): -0.3681, atom 6 (C): -0.7098, atom 7 (C): -0.7196, atom 8 (C): 0.8446, atom 9 (C): 0.2000, atom 10 (C): -0.4061, atom 11 (C): -0.7170, atom 12 (C): 0.4248, atom 13 (F): -0.2956, atom 14 (C): 0.0299, atom 15 (F): -0.3264, atom 16 (C): -0.3426, atom 17 (C): 0.4510, atom 18 (C): -0.7576, atom 19 (O): -0.6543, atom 20 (N): 0.2857, atom 21 (C): -0.5715, atom 22 (C): 0.9892, atom 23 (C): -1.0441, atom 24 (C): 0.2769, atom 25 (C): 0.8587, atom 26 (F): -0.2520, atom 27 (F): -0.2782, atom 28 (F): -0.2467, atom 29 (C): -0.7371, atom 30 (N): -0.6505, atom 31 (C): -0.2382, atom 32 (C): 0.2711, atom 33 (C): -0.2215, atom 34 (H): 0.3657, atom 35 (H): 0.3815, atom 36 (H): 0.3546, atom 37 (H): 0.5161, atom 38 (H): 0.5983, atom 39 (H): 0.4941, atom 40 (H): 0.4381, atom 41 (H): 0.5021, atom 42 (H): 0.2964, atom 43 (H): 0.3034, atom 44 (H): 0.5109, atom 45 (H): 0.4167, atom 46 (H): 0.2522, atom 47 (H): 0.0150, atom 48 (H): 0.4824


Record 4
Density functional theory data (wB97M-V/def2-TZVPD) for C22H15F8MnNOS as an isolated structure.

ORCA input file:
```
! wB97M-V def2-TZVPD RIJCOSX def2/J DEFGRID3
* xyz -1 5
Mn 0.874 -0.453 -0.905
F -0.711 -3.992 -5.937
C 0.154 -3.390 -5.081
F 1.094 -2.812 -5.848
F 0.752 -4.379 -4.398
C -0.554 -2.415 -4.192
C -1.921 -2.240 -4.300
C -2.589 -1.362 -3.453
C -1.849 -0.697 -2.495
N -0.533 -0.836 -2.407
C 0.155 -1.658 -3.235
S 1.836 -1.699 -2.876
H -2.472 -2.804 -5.041
H -3.659 -1.226 -3.523
H -2.280 -0.039 -1.748
F 4.324 -3.349 4.164
C 3.879 -2.570 3.159
C 2.747 -2.911 2.445
F 2.082 -4.035 2.753
C 2.300 -2.103 1.420
F 1.186 -2.478 0.746
C 2.944 -0.911 1.037
O 2.531 -0.145 0.085
C 4.096 -0.606 1.793
F 4.776 0.517 1.507
C 4.549 -1.406 2.820
F 5.650 -1.059 3.506
C 0.792 1.934 2.028
C -0.210 1.810 0.855
C 0.322 2.687 -0.283
C -0.308 0.371 0.372
C -1.585 2.270 1.335
C -2.281 3.322 0.744
C -3.538 3.708 1.200
C -4.130 3.052 2.265
C -3.449 2.002 2.870
C -2.200 1.621 2.409
H 1.776 1.610 1.688
H 0.497 1.299 2.865
H 0.856 2.966 2.390
H 1.310 2.317 -0.569
H 0.437 3.735 0.013
H -0.326 2.633 -1.160
H -0.730 -0.284 1.147
H -1.847 3.855 -0.090
H -4.052 4.530 0.714
H -5.108 3.351 2.622
H -3.896 1.474 3.704
H -1.692 0.792 2.886
*
```

## Properties
<S²>: 6.05
LUMO (spin up / spin down): 2.8 / 2.7 eV
HOMO energy (spin up / spin down): -3.36 / -3.64 eV
frontier orbital gap (spin up / spin down): 6.1 / 6.4 eV

So, what does the Mulliken scheme give us? The charges, in e, come out as: atom 1 (Mn): -0.2289, atom 2 (F): -0.3200, atom 3 (C): 0.6610, atom 4 (F): -0.2330, atom 5 (F): -0.2333, atom 6 (C): -0.1551, atom 7 (C): 0.0290, atom 8 (C): -0.9824, atom 9 (C): -0.1552, atom 10 (N): -0.3860, atom 11 (C): 0.6253, atom 12 (S): -0.5438, atom 13 (H): 0.4810, atom 14 (H): 0.3658, atom 15 (H): 0.4319, atom 16 (F): -0.3317, atom 17 (C): 0.6915, atom 18 (C): -0.1777, atom 19 (F): -0.3123, atom 20 (C): 0.4343, atom 21 (F): -0.3489, atom 22 (C): 0.6715, atom 23 (O): -0.6966, atom 24 (C): 0.0936, atom 25 (F): -0.3660, atom 26 (C): 0.1106, atom 27 (F): -0.3149, atom 28 (C): -1.6552, atom 29 (C): 3.1385, atom 30 (C): -2.3350, atom 31 (C): -0.6653, atom 32 (C): -0.3321, atom 33 (C): -0.2447, atom 34 (C): -0.7794, atom 35 (C): -0.3180, atom 36 (C): -0.8805, atom 37 (C): -0.1272, atom 38 (H): 0.3468, atom 39 (H): 0.3068, atom 40 (H): 0.4039, atom 41 (H): 0.3822, atom 42 (H): 0.4921, atom 43 (H): 0.4008, atom 44 (H): 0.3365, atom 45 (H): 0.3468, atom 46 (H): 0.3585, atom 47 (H): 0.3729, atom 48 (H): 0.3445, atom 49 (H): 0.2974


Results for max |F|: 2.18, 13.78, 4.38, 0.59 (in eV/A, following the order of the records).